(1)
Computed, not measured: 8 unconnected molecules or ions with the total composition C22H44BCl14NO5 in a non-equilibrium geometry, with the ωB97M-V functional and the def2-TZVPD basis.

Geometry as XYZ:
```
87
Properties=species:S:1:pos:R:3:lowdin_charge:R:1
H 3.32 -0.32 -3.66 0.074
C -1.45 7.66 -1.41 -0.683
H -6.69 1.25 -2.22 0.068
H -2.47 -0.12 -1.55 0.015
O 1.13 1.68 0.59 0.124
Cl -3.06 7.96 2.12 0.545
H 3.35 -0.78 -0.09 0.060
H 2.89 -3.22 -7.28 0.067
Cl -5.55 -1.41 -2.23 0.540
C -5.94 -0.28 -0.90 -0.663
H 0.22 1.73 5.73 0.069
C 1.98 -0.09 -2.24 -0.259
H 5.95 -5.08 2.85 0.068
C -1.65 -0.74 -1.20 -0.063
H 1.42 -3.07 -6.31 0.073
H 5.85 -3.98 0.00 0.070
H -1.19 -4.90 -1.65 0.092
Cl 4.94 -3.24 -5.23 0.540
H 4.75 -1.80 -0.36 0.019
C 5.42 -4.51 0.84 -0.625
O 2.10 1.03 -1.37 0.110
Cl 7.12 -3.08 2.42 0.546
H -0.28 -4.34 -0.25 0.098
Cl -4.42 1.77 -1.86 0.562
H 5.10 -5.50 0.51 0.079
H 4.95 -0.13 0.09 0.088
Cl -0.80 5.30 -2.62 0.531
O 0.97 -0.45 -0.18 0.077
Cl -1.71 2.79 4.88 0.552
C 0.89 -0.97 -1.55 -0.201
C 6.41 -4.65 1.97 -0.662
H 0.52 -5.22 -1.56 0.088
H 0.60 2.92 4.48 0.076
H 4.68 0.68 -2.04 0.110
H -3.08 -1.89 5.38 0.036
H -6.91 -0.58 -0.50 0.072
Cl -0.93 -0.43 4.16 0.559
C -3.66 5.69 3.50 -0.686
O -0.05 -3.26 -2.02 0.034
C -0.07 2.10 4.75 -0.646
H -5.19 -0.40 -0.13 0.065
N 3.20 -0.68 -2.73 0.025
H -2.31 -3.36 4.76 0.061
C 3.17 -3.43 -5.14 -0.661
H -0.39 1.39 2.75 0.055
H -2.00 -1.77 -1.23 0.073
H -4.26 -2.55 3.38 0.069
C -3.00 7.03 3.64 -0.656
H -0.42 0.56 -2.35 0.127
C 4.42 -0.37 -1.96 -0.223
H 2.72 -3.02 -0.70 0.024
H -6.37 1.78 -0.56 0.073
C 2.48 -2.84 -6.35 -0.647
H 7.23 -5.30 1.65 0.075
H 1.49 0.28 -3.13 0.153
H -3.46 7.63 4.42 0.069
C 0.00 1.03 3.70 -0.662
Cl -4.59 -4.84 3.76 0.532
C 1.37 0.82 -0.25 -0.531
C -0.25 -4.50 -1.33 -0.043
Cl 2.62 -1.06 -6.38 0.552
H -2.48 7.35 -1.48 0.066
Cl 3.95 -3.63 1.35 0.626
Cl -3.46 -3.73 6.78 0.540
Cl -1.09 8.68 -2.82 0.536
H -1.95 6.89 3.89 0.073
H 5.22 -0.93 -2.43 0.107
H -1.33 8.29 -0.53 0.050
H -3.49 5.10 4.40 0.036
C -6.01 1.15 -1.37 -0.656
Cl -5.42 5.82 3.29 0.538
C 4.35 -0.81 -0.51 -0.076
H -1.46 -0.46 -0.17 0.081
O 2.23 -3.24 -1.50 0.172
H 2.96 -4.50 -5.09 0.076
H 2.84 -2.96 -4.22 0.037
H -3.26 5.14 2.65 0.065
C -4.40 -3.14 4.28 -0.665
C -0.52 6.47 -1.31 -0.665
C -3.22 -2.95 5.19 -0.696
C -0.46 -0.50 -2.11 -0.149
H -0.70 5.95 -0.37 0.069
H -5.33 -2.84 4.76 0.068
B 1.06 -2.56 -1.66 -0.589
H -0.64 -1.03 -3.04 0.130
H 1.03 0.72 3.55 0.076
H 0.52 6.78 -1.36 0.068
```

Properties
Energy relative to the best compared isomer or geometry (same formula, charge and spin) (kJ/mol): 0.0
Lowest unoccupied orbital energy (eV): 0.22
DFT total energy (eV): -211249.8115
Structure (SMILES): CCN[C@@H]1OC(=O)O[C@]1(CC)B(O)OC.ClCCCl.ClCCCl.ClCCCl.ClCCCl.ClCCCl.ClCCCl.ClCCCl

(2)
Computed, not measured: a molecular structure, C35H45FGeN5O3V, with the ωB97M-V functional and the def2-TZVPD basis.

Geometry as XYZ:
```
91
Properties=species:S:1:pos:R:3:lowdin_charge:R:1
H 1.02 -2.13 0.06 0.005
H 4.54 0.28 -0.47 0.018
H -2.95 2.13 1.92 0.117
H -3.29 -6.64 1.50 0.090
C -1.71 3.56 0.93 -0.212
H -4.39 -4.55 0.61 0.146
C -1.92 -1.47 2.65 -0.040
H -3.42 0.79 0.26 0.104
H -3.04 -3.22 -0.55 0.152
C -3.94 -4.41 4.02 -0.130
H -2.90 2.91 -3.20 0.114
C 1.78 0.97 1.16 -0.389
N -1.18 2.27 -2.08 0.003
H 0.98 -2.33 1.82 0.010
H 3.05 -0.98 3.69 0.007
H -0.29 2.34 1.81 0.066
C -2.68 -2.53 5.10 0.054
C 4.38 0.78 -3.57 -0.052
V 0.22 1.15 -0.31 0.827
C 3.04 0.71 -3.18 -0.189
H -3.82 3.30 0.93 0.118
H -4.46 2.52 -1.32 0.114
C -2.71 -2.71 0.34 0.040
H 3.73 -1.11 -1.20 0.006
H 3.09 3.04 -4.75 0.115
H 4.35 -1.84 2.86 0.010
H -2.08 -5.63 2.32 0.087
H 4.44 -0.08 3.05 0.011
C -1.58 -1.17 -1.20 -0.600
H -3.67 1.05 -1.91 0.118
H 2.22 -3.15 0.86 0.018
H -3.30 -5.28 4.20 0.121
N -3.08 -3.24 1.52 0.016
H -5.47 -3.81 2.63 0.128
N 1.50 1.54 -1.54 -0.014
H -0.89 0.04 3.78 0.135
C -1.51 -0.89 1.37 -0.303
H -2.49 3.85 -1.78 0.096
H -1.14 1.33 -2.47 0.072
H 4.96 1.66 -3.33 0.116
H 2.49 1.81 1.05 -0.016
C 3.34 5.07 -4.11 -0.084
H -2.96 -2.91 6.07 0.134
C -2.93 2.64 0.96 -0.205
H 0.33 3.54 0.91 0.096
H 2.53 3.74 -0.58 0.094
C -3.50 1.99 -1.38 -0.205
O -0.86 0.17 1.35 -0.083
O -0.52 -0.45 -1.31 -0.145
C 2.90 -1.49 -4.15 -0.078
C 2.38 1.80 -2.39 -0.283
F -1.52 -0.81 6.18 0.072
H 4.70 -2.25 -5.05 0.098
C 1.63 -2.23 0.95 -0.207
C 2.75 4.13 -1.57 -0.036
C 4.97 -0.28 -4.24 -0.083
C -1.94 -1.59 0.20 -0.038
C -3.09 -3.17 3.95 -0.128
H -2.18 -5.63 0.56 0.087
C 2.77 3.24 -2.64 -0.169
H 3.54 7.00 -3.19 0.099
H 3.56 5.43 -5.10 0.101
C -2.70 -2.63 2.71 -0.068
C -4.72 -4.60 2.72 -0.135
H -5.24 -5.55 2.72 0.122
C 4.15 -0.72 -0.27 -0.207
C -2.52 2.83 -2.18 -0.241
Ge 2.81 -0.67 1.16 0.734
C 3.76 -0.92 2.86 -0.237
C 3.07 3.72 -3.91 -0.040
C -1.51 -0.84 3.83 0.078
H 3.04 6.15 -0.92 0.099
H 1.35 1.06 2.17 -0.020
C 3.32 5.95 -3.03 -0.098
C 4.23 -1.42 -4.53 -0.094
H -1.73 4.20 0.05 0.096
H 2.32 -2.38 -4.37 0.103
H 6.02 -0.22 -4.52 0.100
C -2.78 -5.68 1.47 -0.022
O -2.29 -1.54 -2.12 0.041
N -0.42 2.86 0.94 -0.027
C -3.79 -4.54 1.52 -0.307
C 2.31 -0.44 -3.47 -0.030
C 3.03 5.47 -1.76 -0.085
C -1.89 -1.39 5.02 -0.261
H -4.61 -4.35 4.87 0.122
H -0.50 2.84 -2.57 0.083
H 4.98 -1.36 0.03 0.016
H 1.27 -0.50 -3.15 0.102
H -1.80 4.22 1.80 0.115
N -2.96 1.63 -0.08 -0.066
```

Properties
Energy relative to the best compared isomer or geometry (same formula, charge and spin) (kJ/mol): 43.2
Multiplicity: 3
Lowest unoccupied orbital energy (spin up / spin down) (eV): -0.11 / -0.12
DFT total energy (eV): -135542.5866
⟨S²⟩: 2.03

(3)
Computed, not measured: a molecular structure, C4H10N2O4 in a non-equilibrium geometry, with the ωB97M-V functional and the def2-TZVPD basis.

Geometry as XYZ:
```
20
Properties=species:S:1:pos:R:3:nbo_charge:R:1
C -1.04 2.00 0.71 -0.655
H 2.45 -0.63 -1.92 0.216
O -1.77 -1.85 -1.34 -0.410
O -2.54 -0.59 0.19 -0.495
C -0.41 0.73 1.21 0.387
N -1.61 -1.00 -0.51 0.634
O -1.01 -0.04 2.16 -0.688
O 1.39 -1.74 0.32 -0.762
H 2.50 0.51 -0.51 0.217
H 2.37 -1.86 0.33 0.486
H 0.63 0.61 1.44 0.201
H -2.03 1.93 0.61 0.233
N -0.43 -0.40 -0.38 -0.346
C 1.91 -0.06 -1.29 -0.630
H -0.45 2.23 -0.20 0.237
H 1.44 0.56 -1.93 0.214
C 0.78 -1.06 -0.78 0.222
H -0.65 2.80 1.53 0.228
H -1.86 -0.30 1.72 0.499
H 0.37 -1.84 -1.36 0.213
```

Properties
Energy relative to the best compared isomer or geometry (same formula, charge and spin) (kJ/mol): 613.7
Lowest unoccupied orbital energy (eV): 0.64
DFT total energy (eV): -15474.5072

(4)
Computed, not measured: a molecular structure, C37H53AuN2PS2, with the ωB97M-V functional and the def2-TZVPD basis.

Geometry as XYZ:
```
96
Properties=species:S:1:pos:R:3:lowdin_charge:R:1
H 0.14 -2.62 -4.70 0.072
H -1.68 -3.23 -3.96 0.067
C -0.42 2.82 5.01 -0.052
P -0.36 -1.24 -1.83 1.015
N -0.24 3.00 -0.61 -0.053
H -0.91 3.62 3.09 0.120
H 5.53 1.39 -2.60 0.078
C -0.50 -2.21 0.89 -0.195
C 2.15 3.66 -1.12 -0.336
C -2.36 -2.81 -3.22 -0.073
H -3.77 0.05 3.67 0.096
H -2.83 -2.72 1.15 0.057
H -2.45 -3.49 -2.38 0.075
H -0.46 -5.41 2.09 0.117
H -5.06 -0.32 2.52 0.082
C -3.34 -2.10 1.89 -0.057
C -0.41 -4.88 0.00 -0.051
H 2.88 0.49 0.52 0.056
Au -0.03 0.90 -1.11 0.789
H 2.17 -3.11 -1.62 0.086
C -0.51 -3.30 1.78 -0.059
H -2.87 0.10 -1.47 0.042
H -4.41 -2.30 1.79 0.085
C 3.15 4.59 -1.13 -0.349
H 0.60 -3.80 -3.47 0.066
N 2.50 2.42 -1.62 0.059
H 2.33 -1.41 -1.16 0.051
H 2.01 3.21 3.91 0.083
H -2.46 1.72 0.11 0.029
H 2.46 -1.17 3.85 0.088
H 1.15 4.73 3.68 0.085
C -3.09 -0.60 1.70 -0.344
C 3.23 -0.25 1.24 -0.077
C -0.44 -2.49 -0.49 -0.267
H 3.69 0.29 2.07 0.081
H -3.03 -2.43 2.88 0.096
H -3.19 -1.58 -0.98 0.071
H 2.32 -0.74 -4.42 0.094
C -1.37 3.51 -0.19 -0.631
H -3.27 3.17 0.73 0.085
C 4.45 1.29 -2.73 -0.073
H -1.40 2.38 5.17 0.079
H -0.39 3.78 5.53 0.083
H -3.35 -2.75 -3.69 0.097
H -3.38 -0.36 0.68 0.096
H 3.12 5.61 -0.80 0.080
H 3.53 -2.23 2.92 0.085
H -2.32 1.72 2.75 0.103
H 1.53 3.71 2.28 0.066
C -1.92 -0.46 -3.99 -0.096
C 2.09 -1.15 1.71 -0.366
H -3.23 2.86 -1.00 0.098
H 0.33 2.16 5.47 0.089
H 4.23 1.32 -3.80 0.090
H -0.36 -4.07 -1.95 0.075
C 1.10 -1.73 -2.94 -0.657
H -1.23 -0.80 -4.76 0.067
H -1.65 0.56 -3.69 0.067
C 2.50 -1.86 3.01 -0.038
C 1.50 -0.47 -3.74 -0.119
C -2.66 2.77 -0.08 -0.077
S 4.56 3.91 -1.78 1.101
C 0.88 -2.86 -3.94 -0.079
C 0.39 5.17 -0.20 -0.335
C -0.41 -3.84 -0.90 -0.103
H -0.58 -3.08 2.84 0.128
C -1.45 1.12 2.50 -0.022
C -1.63 -0.13 1.91 -0.115
H -0.37 -5.91 -0.35 0.114
H 1.86 -2.72 3.23 0.068
H -4.03 -0.88 -2.37 0.101
C -1.98 -1.39 -2.78 -0.671
H 0.98 6.07 -0.11 0.085
C -0.12 2.99 3.52 -0.379
H 0.68 -0.08 -4.34 0.062
S -1.26 5.16 0.22 1.125
H 4.13 0.33 -2.34 0.061
H 4.02 -0.85 0.78 0.084
C 1.22 3.70 3.33 -0.068
H -4.19 1.19 2.38 0.065
C -3.08 -0.90 -1.83 -0.102
C 0.91 0.88 2.54 0.012
C -0.46 -4.61 1.36 -0.044
C -4.08 0.14 2.62 -0.070
C 2.26 -2.09 -2.01 -0.086
H 1.84 0.32 -3.08 0.023
H 1.83 -3.04 -4.45 0.097
H 1.89 1.24 2.83 0.113
C -0.21 1.65 2.81 -0.188
C -0.47 -0.86 1.55 -0.115
H 1.92 -1.91 0.95 0.107
C 0.80 -0.36 1.92 -0.151
C 3.74 2.41 -2.03 -0.624
C 0.79 3.95 -0.64 -0.311
H -2.92 -0.41 -4.45 0.095
H 3.20 -2.04 -2.57 0.093
```

Properties
Charge: +1
Energy relative to the best compared isomer or geometry (same formula, charge and spin) (kJ/mol): 0.0
Lowest unoccupied orbital energy (eV): -2.21
DFT total energy (eV): -76859.1631

(5)
Computed, not measured: 2 unconnected molecules or ions with the total composition C5H6S in a non-equilibrium geometry, with the ωB97M-V functional and the def2-TZVPD basis.

Geometry as XYZ:
```
12
Properties=species:S:1:pos:R:3:nbo_charge:R:1
C 2.35 1.93 -0.11 -0.225
H 2.55 2.97 -0.19 0.236
H 1.90 -1.32 1.58 0.205
S -2.11 0.81 0.39 0.093
C 1.88 0.80 -0.20 -0.029
H -3.05 0.11 -1.47 0.195
C 1.16 -0.43 -0.24 -0.293
H -3.47 -0.89 0.06 0.200
H 0.31 -2.03 0.79 0.199
H 0.38 -0.53 -0.89 0.218
C -3.02 -0.14 -0.50 -0.486
C 1.12 -1.28 0.77 -0.313
```

Properties
Energy relative to the best compared isomer or geometry (same formula, charge and spin) (kJ/mol): 347.9
Lowest unoccupied orbital energy (eV): -0.34
DFT total energy (eV): -16112.9327
Structure (SMILES): C#CC=C.C=S

(6)
Computed, not measured: a molecular structure, C4H7IO in a non-equilibrium geometry, with the ωB97M-V functional and the def2-TZVPD basis.

Geometry as XYZ:
```
13
Properties=species:S:1:pos:R:3:nbo_charge:R:1
H -0.42 -2.24 1.05 0.128
C 0.10 0.51 -1.38 -0.689
H -0.48 0.10 -2.19 0.229
H -0.10 0.33 2.08 0.219
O 1.08 -2.21 -0.34 -0.497
C -0.39 0.07 -0.04 -0.150
H -0.13 1.84 1.17 0.218
H 0.08 1.60 -1.45 0.217
C 0.19 -1.76 0.29 0.478
C 0.20 0.80 1.14 -0.680
H 1.14 0.19 -1.50 0.235
I -2.55 -0.03 0.09 0.069
H 1.29 0.79 1.07 0.222
```

Properties
Energy relative to the best compared isomer or geometry (same formula, charge and spin) (kJ/mol): 93.1
Lowest unoccupied orbital energy (eV): 0.52
DFT total energy (eV): -14408.2672

(7)
Computed, not measured: a gas-phase ion, C3H7N2 (charge +1) in a non-equilibrium geometry, with the ωB97M-V functional and the def2-TZVPD basis.

Geometry as XYZ:
```
12
Properties=species:S:1:pos:R:3:nbo_charge:R:1
H 1.98 1.40 -0.14 0.252
C -1.93 -0.74 -0.04 0.032
N 1.95 -0.74 0.13 -0.726
H -2.03 1.17 0.42 0.445
C 1.51 0.49 -0.05 0.140
N -1.41 0.41 0.14 -0.384
H 1.27 -1.58 -0.05 0.426
H -1.14 -1.45 -0.38 0.209
H -0.10 1.91 -0.22 0.207
C 0.05 0.84 0.02 -0.276
H 2.90 -0.82 0.10 0.416
H -3.05 -0.87 0.07 0.258
```

Properties
Charge: +1
Energy relative to the best compared isomer or geometry (same formula, charge and spin) (kJ/mol): 254.3
Lowest unoccupied orbital energy (spin up / spin down) (eV): -4.85 / -4.85
DFT total energy (eV): -6194.8763
Structure (SMILES): C=[NH+]/C=C\N

(8)
Computed, not measured: 2 unconnected molecules or ions with the total composition C16H25BCl4O2Si in a non-equilibrium geometry, with the ωB97M-V functional and the def2-TZVPD basis.

Geometry as XYZ:
```
49
Properties=species:S:1:pos:R:3:nbo_charge:R:1
H 1.02 -1.57 -3.03 0.233
C -0.55 -3.37 3.48 -0.096
H 2.56 -3.94 2.15 0.253
H 2.00 2.37 -0.75 0.252
C 0.06 -4.02 1.17 0.524
H -2.43 2.82 -2.86 0.218
C 1.18 -2.85 5.08 0.035
C 1.24 2.37 0.04 -1.178
Cl 2.12 -5.46 -1.89 -0.218
H 0.06 -0.74 0.44 0.190
H 1.22 3.69 -2.67 0.205
H -1.01 -4.04 0.90 0.216
H -1.21 5.17 -0.14 0.206
C -1.84 2.18 0.62 -1.173
Si -0.48 2.27 -0.63 1.968
C -0.18 -2.95 4.75 -0.254
H -0.93 -2.71 5.50 0.244
H -0.49 -0.87 -3.64 0.229
H 0.98 0.15 -3.54 0.217
C 1.81 -3.63 2.88 -0.089
C -0.53 5.07 -0.99 -0.614
H -0.69 5.96 -1.63 0.207
Cl -0.63 -4.07 -1.96 -0.260
H -0.02 2.79 -3.57 0.218
O 0.92 -4.43 0.31 -0.553
H -2.83 2.14 0.14 0.252
C 2.18 -3.21 4.15 -0.246
C 0.44 -3.68 2.51 -0.235
C -2.23 3.74 -2.30 -0.612
H 0.50 5.13 -0.61 0.207
H 1.43 1.51 0.69 0.247
H 3.22 -3.17 4.44 0.244
O -0.65 0.90 -1.61 -0.878
B 0.56 -5.14 -0.96 0.384
H -2.96 3.82 -1.48 0.205
Cl -0.31 -6.73 -0.46 -0.252
H -1.81 3.04 1.30 0.239
C 0.06 -0.25 -1.67 0.384
C -0.79 3.79 -1.79 -0.484
H 1.37 3.29 0.64 0.244
H -2.41 4.59 -2.98 0.202
C 0.42 -0.66 -3.06 -0.667
C 0.17 3.69 -2.98 -0.613
Cl 1.65 -2.29 6.63 0.069
H 0.78 -1.99 -0.79 0.213
H -1.71 1.27 1.21 0.238
H -1.60 -3.48 3.21 0.235
H 0.02 4.55 -3.65 0.203
C 0.33 -1.03 -0.59 -0.562
```

Properties
Energy relative to the best compared isomer or geometry (same formula, charge and spin) (kJ/mol): 0.0
Lowest unoccupied orbital energy (eV): -2.32
DFT total energy (eV): -79741.5069